## A
16
Properties=species:S:1:pos:R:3:lowdin_charge:R:1 method="wB97M-V/def2-TZVPD" lumo_ev=3.71 mol_weight_g_mol=108.19 spin_multiplicity=1 total_charge=-1
C 1.853 -0.055 -1.132 -0.16
N 1.732 -0.136 0.304 -0.15
C 0.420 -0.095 0.888 -0.36
C -0.510 1.053 0.359 -0.74
S -2.093 1.226 1.320 0.16
H 1.705 0.972 -1.491 0.07
H 2.737 -0.586 -1.483 0.06
H 1.017 -0.565 -1.631 0.08
H 2.317 0.549 0.739 0.08
H 0.349 -0.005 1.976 0.08
H -0.161 -1.020 0.746 0.08
H 0.116 1.938 0.493 0.03
H -0.753 0.816 -0.676 0.02
H -2.684 -2.112 -0.131 0.00
H -2.770 -0.607 0.001 -0.11
O -3.277 -1.373 -0.282 -0.13

=====

## B
16
Properties=species:S:1:pos:R:3:lowdin_charge:R:1 method="wB97M-V/def2-TZVPD" lumo_ev=4.04 mol_weight_g_mol=108.19 spin_multiplicity=1 total_charge=-1
C 0.004 0.655 0.166 -0.34
C -0.083 -0.130 1.465 -0.74
S -0.238 -1.940 1.250 0.22
C -1.262 0.549 -0.661 -0.34
N -1.194 1.425 -1.851 -0.04
H 0.827 0.273 -0.446 0.09
H 0.205 1.709 0.384 0.10
H -0.924 0.266 2.039 0.03
H 0.811 0.064 2.065 0.03
H -2.135 0.793 -0.054 0.10
H -1.346 -0.509 -0.935 0.07
H -0.395 1.098 -2.389 0.05
H -1.987 1.209 -2.447 0.04
H 1.885 -2.207 0.536 -0.11
H 3.023 -1.222 0.671 0.00
O 2.807 -2.032 0.207 -0.16

=====

Most favorable first, least favorable last: B, A

=====

## A
16
Properties=species:S:1:pos:R:3:lowdin_charge:R:1 method="wB97M-V/def2-TZVPD" lumo_ev=3.58 mol_weight_g_mol=108.19 spin_multiplicity=1 total_charge=-1
C -2.798 -0.228 0.314 -0.19
C -1.302 -0.025 0.579 -0.64
S -0.924 1.623 1.246 0.61
H -3.096 0.585 -0.365 0.05
H -3.434 -0.261 1.191 0.05
H -2.895 -1.064 -0.384 0.06
H -0.888 -0.739 1.287 0.05
H -0.754 -0.196 -0.337 0.04
H 0.183 1.727 0.492 -0.18
N 2.383 0.454 0.122 -0.05
C 1.935 -0.577 -0.882 -0.66
O 1.176 -1.571 -0.451 -0.34
H 3.154 0.138 0.710 0.03
H 2.979 1.041 -0.470 0.03
H 1.394 0.023 -1.654 0.06
H 2.887 -0.931 -1.397 0.06

=====

## B
16
Properties=species:S:1:pos:R:3:lowdin_charge:R:1 method="wB97M-V/def2-TZVPD" lumo_ev=3.49 mol_weight_g_mol=108.19 spin_multiplicity=1 total_charge=-1
C -0.495 2.038 -0.112 -0.45
S -1.887 1.243 0.722 0.66
C -1.169 -0.398 0.984 -0.47
H -0.089 1.365 -0.868 0.01
H 0.314 2.216 0.591 0.03
H -0.926 2.937 -0.544 0.01
H -1.848 -0.974 1.620 0.02
H -0.932 -0.888 0.051 0.02
H -0.288 -0.307 1.619 0.03
N 1.970 -2.289 -1.408 -0.03
C 1.702 -1.398 -0.287 -0.65
O 1.422 -0.135 -0.620 -0.33
H 1.427 -3.078 -1.691 0.01
H 2.591 -1.942 -2.111 0.02
H 0.893 -1.951 0.314 0.07
H 2.540 -1.403 0.457 0.06

=====

Most favorable first, least favorable last: B, A

=====

## A
16
Properties=species:S:1:pos:R:3:lowdin_charge:R:1 method="wB97M-V/def2-TZVPD" lumo_ev=3.36 mol_weight_g_mol=108.19 spin_multiplicity=1 total_charge=-1
C -2.336 0.988 -1.579 -0.41
S -1.752 0.986 0.192 0.69
C -0.661 -0.354 0.127 -0.53
H -2.186 -0.105 -2.009 0.08
H -3.371 1.167 -1.517 -0.03
H -1.899 1.768 -2.175 0.01
H -0.307 -0.477 -1.050 0.10
H -1.204 -1.144 0.510 -0.02
H 0.365 -0.221 0.556 -0.01
N 2.068 -1.462 1.556 -0.07
C 2.615 -0.510 0.350 -0.58
O 1.873 -0.423 -0.724 -0.36
H 1.886 -2.361 1.172 -0.01
H 1.186 -0.957 1.818 0.00
H 3.585 -1.062 0.228 0.05
H 2.810 0.483 0.904 0.08

=====

## B
16
Properties=species:S:1:pos:R:3:lowdin_charge:R:1 method="wB97M-V/def2-TZVPD" lumo_ev=4.10 mol_weight_g_mol=108.19 spin_multiplicity=1 total_charge=-1
C -0.979 1.180 2.012 -0.42
C 0.435 0.816 1.550 -0.74
S 0.449 -0.312 0.123 0.30
N -1.847 0.035 2.267 -0.06
H -1.442 1.785 1.229 0.08
H -0.926 1.783 2.932 0.09
H 0.979 0.382 2.397 0.03
H 0.944 1.746 1.280 0.03
H -1.690 -0.338 3.194 0.04
H -1.581 -0.693 1.604 -0.01
C 0.854 -1.311 -3.339 -0.22
O 1.440 -0.108 -2.908 -0.20
H 1.480 -1.755 -4.124 0.06
H 0.761 -2.026 -2.524 0.06
H -0.153 -1.140 -3.750 0.07
H 1.277 -0.043 -1.943 -0.10

=====

Most favorable first, least favorable last: B, A

=====

## A
20
Properties=species:S:1:pos:R:3:lowdin_charge:R:1 method="wB97M-V/def2-TZVPD" lumo_ev=0.54 mol_weight_g_mol=154.23 spin_multiplicity=1 total_charge=0
O 0.560 -2.283 1.295 -0.53
C -1.546 -0.087 -2.560 -0.09
C -2.060 -0.061 -1.264 -0.07
C -0.181 -0.320 -2.819 -0.07
C -1.168 -0.316 -0.194 -0.06
C 0.701 -0.575 -1.774 -0.07
C 0.192 -0.630 -0.446 -0.39
S 1.267 -1.073 0.855 0.93
C 1.150 1.485 2.064 -0.15
C 0.906 -0.006 2.352 -0.35
H -2.245 0.106 -3.398 0.11
H -3.118 0.161 -1.042 0.11
H 0.231 -0.342 -3.816 0.10
H -1.545 -0.330 0.812 0.10
H 1.693 -0.817 -1.917 0.08
H 0.535 1.840 1.235 0.06
H 0.953 2.088 2.970 0.08
H 2.205 1.660 1.847 0.07
H -0.107 -0.151 2.682 0.07
H 1.578 -0.346 3.120 0.08

=====

## B
20
Properties=species:S:1:pos:R:3:lowdin_charge:R:1 method="wB97M-V/def2-TZVPD" lumo_ev="-0.34 / -0.34" mol_weight_g_mol=154.23 spin_multiplicity=1 total_charge=0
C 2.205 -0.691 1.646 -0.24
C 0.137 -0.749 0.646 -0.06
C -0.372 1.627 0.717 -0.06
C 0.927 1.833 0.504 -0.22
C -0.771 0.227 0.525 -0.27
C -2.218 -0.114 0.319 -0.41
C -2.574 -1.538 0.078 -0.01
C 2.004 -0.195 -1.653 -0.13
O -2.960 0.858 0.391 0.07
S 2.025 0.398 0.419 0.66
H 0.158 -1.794 0.267 0.09
H -1.163 2.397 0.788 0.13
H 1.449 2.705 0.611 0.05
H -2.629 -2.056 1.010 0.09
H -1.846 -1.775 -0.724 0.10
H -3.649 -1.563 -0.106 0.09
H 0.953 -0.165 -1.971 0.02
H 2.681 0.633 -2.016 0.03
H 2.502 -1.208 -1.683 0.05
H 3.140 1.171 0.234 0.01

=====

Most favorable first, least favorable last: A, B

=====

## A
20
Properties=species:S:1:pos:R:3:lowdin_charge:R:1 method="wB97M-V/def2-TZVPD" lumo_ev=0.57 mol_weight_g_mol=154.23 spin_multiplicity=1 total_charge=0 smiles="C=S(=C)(O)c1ccccc1"
C 2.081 -1.181 1.817 -0.08
C 1.399 -1.807 0.818 -0.08
C 1.800 0.172 2.014 -0.10
C 0.408 -1.152 0.091 -0.11
C 1.028 0.905 1.186 -0.07
C 0.299 0.188 0.221 -0.35
C -1.956 0.057 -2.644 -0.12
C -2.302 0.787 0.179 -0.26
O -0.129 1.907 -1.612 -0.35
S -1.053 0.697 -0.865 0.89
H 2.815 -1.766 2.281 0.09
H 1.771 -2.810 0.499 0.13
H 2.374 0.754 2.826 0.14
H -0.204 -1.662 -0.652 0.11
H 0.864 1.965 1.417 0.13
H -1.174 0.221 -3.407 -0.06
H -2.185 -1.025 -2.568 -0.04
H -3.240 0.646 -0.310 0.00
H -2.107 0.918 1.243 0.03
H -0.490 2.184 -2.534 0.10

=====

## B
20
Properties=species:S:1:pos:R:3:lowdin_charge:R:1 method="wB97M-V/def2-TZVPD" lumo_ev=0.85 mol_weight_g_mol=154.23 spin_multiplicity=1 total_charge=0 smiles=Cc1oc(C)c2c1CCS2
C -0.031 0.612 0.017 -0.22
C -0.744 -0.646 0.008 -0.47
C 1.266 0.268 -0.020 -0.22
C 0.129 -1.654 0.107 -0.33
C -0.853 1.847 -0.201 -0.19
C -2.290 1.473 0.084 -0.40
C 2.644 0.969 0.033 0.03
C -0.166 -3.101 0.037 0.00
O 1.411 -1.122 0.129 0.05
S -2.499 -0.416 0.110 0.90
H -0.458 2.832 0.326 0.15
H -0.716 2.072 -1.364 0.15
H -2.467 1.711 1.109 0.05
H -3.105 1.816 -0.517 0.06
H 3.228 0.290 -0.503 0.06
H 2.531 1.934 -0.377 0.06
H 2.762 1.114 1.083 0.08
H 0.487 -3.450 -0.753 0.09
H 0.040 -3.524 1.009 0.09
H -1.170 -3.025 -0.317 0.07

=====

Most favorable first, least favorable last: B, A

=====

## A
9
Properties=species:S:1:pos:R:3:lowdin_charge:R:1 method="wB97M-V/def2-TZVPD" lumo_ev="4.23 / 4.23" mol_weight_g_mol=104.05 spin_multiplicity=1 total_charge=-1
C 1.225 -0.929 -0.324 -0.78
N -0.736 -0.064 0.864 -0.16
N -1.773 0.463 1.245 0.03
N 0.020 0.101 -0.061 0.05
O 1.706 -0.777 -1.402 0.03
O 1.329 -1.623 0.603 0.06
O -0.381 1.283 -1.393 -0.16
H 0.497 1.357 -1.694 -0.05
H -1.885 0.188 2.162 -0.02

=====

## B
9
Properties=species:S:1:pos:R:3:lowdin_charge:R:1 method="wB97M-V/def2-TZVPD" lumo_ev=4.41 mol_weight_g_mol=104.05 spin_multiplicity=1 total_charge=-1
C -1.935 0.234 0.097 -0.67
N 0.506 0.680 -0.353 -0.02
N 1.848 0.142 -0.494 -0.02
N -0.233 -0.223 0.078 -0.31
O -1.895 1.355 0.540 0.01
O 0.127 -1.288 0.569 -0.11
O -2.595 -0.562 -0.452 0.07
H 1.753 -0.822 -0.208 0.02
H 2.423 0.483 0.222 0.02

=====

Most favorable first, least favorable last: B, A